Entry 1:
ORCA calculation (ωB97M-V/def2-TZVPD) on a gas-phase ion, C7H13ClNS (charge +1).

Last columns: bonded neighbours and bond lengths (Å).
Atoms and positions in Å:
1 H -0.46056 2.00320 -0.03043  C22 1.090
2 H 2.42139 -1.01251 0.82509  C21 1.125
3 S -2.59784 -0.18621 1.43829  C12 1.908, C14 1.753
4 N -0.17260 -0.48005 0.17241  C6 1.418, C12 1.502, C16 1.555, H18 1.062
5 H 3.07274 0.36222 -0.06700  C21 1.151
6 C -1.22691 -0.42360 -0.77353  N4 1.418, C14 1.308, C15 1.473
7 H -0.58622 -1.50835 1.92592  C12 1.059
8 H 0.12069 1.69107 1.52420  C22 1.102
9 Cl 0.27168 -2.43516 -2.00925  C15 1.811
10 H -0.14777 0.20225 2.24871  C12 1.148
11 H 2.27870 0.53852 1.64689  C21 1.078
12 C -0.72377 -0.52090 1.56878  S3 1.908, N4 1.502, H7 1.059, H10 1.148
13 H -3.36802 -0.21269 -0.80317  C14 1.057
14 C -2.44342 -0.32174 -0.30281  S3 1.753, C6 1.308, H13 1.057
15 C -0.77394 -0.95815 -2.06877  C6 1.473, Cl9 1.811, H17 1.100, H20 1.109
16 C 0.97240 0.55506 -0.01245  N4 1.555, H19 1.120, C21 1.508, C22 1.545
17 H -1.59982 -1.29277 -2.71402  C15 1.100
18 H 0.34030 -1.34226 -0.17724  N4 1.062
19 H 1.12519 0.72446 -1.10920  C16 1.120
20 H -0.34624 -0.14570 -2.69003  C15 1.109
21 C 2.23283 0.08564 0.66939  H2 1.125, H5 1.151, H11 1.078, C16 1.508
22 C 0.48231 1.92452 0.51000  H1 1.090, H8 1.102, C16 1.545, H23 1.088
23 H 1.12890 2.75312 0.22824  C22 1.088

Its net charge is +1. The SMILES is CC(C)[N@H+]1CSC=C1CCl. The HOMO energy comes out at -12.966 eV. The value obtained for the HOMO-LUMO gap is 9.62 eV. The electronic energy comes out at -1187.34398 a.u. The energy above the lowest of the compared OMol25 structures with the same formula, charge and spin comes out at 4.87 kcal/mol. As for the spin multiplicity: 1.

These are the natural (NBO) partial charges, in e, on atoms 1 to 4: 0.217, 0.240, 0.343, -0.444

Entry 2:
ORCA calculation (ωB97M-V/def2-TZVPD) on a gas-phase ion, C7H13INO (charge +1).

Last columns: bonded neighbours and bond lengths (Å).
Atoms and positions in Å:
1 C 1.07643 0.99341 -0.06602  H7 1.057, H12 1.079, C15 1.555, C23 1.572
2 N -1.03364 2.04634 -0.31186  H11 1.049, H19 1.014, C20 1.491, C23 1.453
3 C 0.07394 -1.25372 1.10572  H13 1.053, C15 1.579, H17 1.085, C21 1.530
4 H 1.90474 -2.06138 0.10995  C21 1.070
5 H -0.76271 -2.68538 -1.04458  C16 1.126
6 I -3.20361 -0.00850 0.05198  C20 2.115
7 H 1.83954 0.73020 -0.74861  C1 1.057
8 H -1.50171 0.88324 1.64924  C20 1.201
9 H 0.96186 -3.27958 0.44328  C21 1.040
10 H 0.53194 2.94941 0.53453  C23 1.005
11 H -1.25586 1.77987 -1.30230  N2 1.049
12 H 1.52409 1.00698 0.91581  C1 1.079
13 H -0.84101 -1.61963 1.47722  C3 1.053
14 H 0.83599 -2.48159 -1.93047  C16 1.192
15 C -0.06616 -0.04927 0.09508  C1 1.555, C3 1.579, O18 1.419, C20 1.542
16 C 0.13370 -2.00561 -1.09319  H5 1.126, H14 1.192, O18 1.395, C21 1.563
17 H 0.60599 -0.89898 1.98202  C3 1.085
18 O -0.27687 -0.67438 -1.16105  C15 1.419, C16 1.395
19 H -1.52968 2.87464 -0.00075  N2 1.014
20 C -1.29602 0.80320 0.46885  N2 1.491, I6 2.115, H8 1.201, C15 1.542
21 C 0.86431 -2.25905 0.26563  C3 1.530, H4 1.070, H9 1.040, C16 1.563
22 H 1.03585 2.82464 -1.15704  C23 1.178
23 C 0.37891 2.38514 -0.28343  C1 1.572, N2 1.453, H10 1.005, H22 1.178

Its net charge is +1. The SMILES is I[C@@H]1[NH2+]CC[C@@]12CCCO2. The HOMO energy comes out at -13.425 eV. The value obtained for the HOMO-LUMO gap is 9.93 eV. The electronic energy comes out at -701.89387 a.u. The energy above the lowest of the compared OMol25 structures with the same formula, charge and spin comes out at 39.50 kcal/mol. As for the spin multiplicity: 1.

These are the natural (NBO) partial charges, in e, on atoms 1 to 4: -0.441, -0.541, -0.428, 0.212

Entry 3:
ORCA calculation (ωB97M-V/def2-TZVPD) on a gas-phase ion, C7H13N (charge -1).

Last columns: bonded neighbours and bond lengths (Å).
Atoms and positions in Å:
1 C -0.31070 0.91066 -0.90125  C2 1.373, C16 1.483, N21 1.420
2 C -0.39610 0.12358 0.22042  C1 1.373, C8 1.543, C18 1.457
3 H 2.22290 -0.96773 2.02812  C7 1.110
4 H -1.47852 0.90258 -2.60734  C16 1.110
5 H -0.20923 -1.86480 -0.43928  C18 1.090
6 H -1.78373 -2.91588 1.03467  C17 1.093
7 C 1.85338 -0.50568 1.08939  H3 1.110, C8 1.570, H12 1.097, H19 1.084
8 C 0.59252 0.38391 1.37642  C2 1.543, C7 1.570, H10 1.076, H14 1.090
9 H 0.15325 0.68833 -3.00236  C16 1.084
10 H 0.24023 0.18447 2.37357  C8 1.076
11 H -0.29939 2.92316 -1.38972  N21 1.008
12 H 2.70421 0.06613 0.70019  C7 1.097
13 H -0.65429 -0.72519 -2.30337  C16 1.100
14 H 0.84282 1.43715 1.50307  C8 1.090
15 H 0.37477 2.55415 0.08402  N21 1.006
16 C -0.56845 0.37066 -2.25827  C1 1.483, H4 1.110, H9 1.084, H13 1.100
17 C -1.80790 -1.82486 0.97144  H6 1.093, C18 1.351, H20 1.097
18 C -0.84864 -1.26164 0.20520  C2 1.457, H5 1.090, C17 1.351
19 H 1.63005 -1.34894 0.44650  C7 1.084
20 H -2.46083 -1.36333 1.72229  C17 1.097
21 N 0.20366 2.23327 -0.85371  C1 1.420, H11 1.008, H15 1.006

Its net charge is -1. As for the expectation value of S²: 0.76. The HOMO energy (spin up / spin down) comes out at 1.388 / -3.384 eV. The value obtained for the HOMO-LUMO gap (spin up / spin down) is 2.89 / 7.45 eV. The electronic energy comes out at -329.14760 a.u. The energy above the lowest of the compared OMol25 structures with the same formula, charge and spin comes out at 31.26 kcal/mol. As for the spin multiplicity: 2.

These are the natural (NBO) partial charges, in e, on atoms 1 to 4: 0.079, -0.212, 0.185, 0.164

Entry 4:
ORCA calculation (ωB97M-V/def2-TZVPD) on 2 unconnected molecules or ions with the total composition C7H13N.

Last columns: bonded neighbours and bond lengths (Å).
Atoms and positions in Å:
1 H -2.05977 -0.49807 0.85067  no bonds
2 H 1.71463 -2.00479 -0.63882  C13 1.071
3 C -0.22503 0.73610 -1.55558  C7 1.560, H14 1.111, H16 1.042, C18 1.612
4 H 2.15282 -0.76627 -1.80523  C13 1.114
5 H -0.48549 -0.88332 -0.17794  C7 1.108
6 C -0.89240 -0.42798 2.90376  H15 1.095, H19 1.093, C21 1.415
7 C 0.05156 -0.74071 -1.13667  C3 1.560, H5 1.108, C13 1.527, H20 1.149
8 H -1.05296 2.54290 -0.92704  C18 1.054
9 C -0.56181 1.34767 0.81795  C18 1.467, C21 1.368
10 H 2.52943 -0.84562 0.80115  N17 1.016
11 H -2.18870 1.23970 -0.70919  C18 1.129
12 H 1.48099 0.48482 0.63416  N17 1.103
13 C 1.54025 -0.98114 -0.89951  H2 1.071, H4 1.114, C7 1.527, N17 1.479
14 H 0.72646 1.27905 -1.74027  C3 1.111
15 H -0.42850 -0.14989 3.85564  C6 1.095
16 H -0.64097 0.66746 -2.50889  C3 1.042
17 N 2.21928 -0.15598 0.12278  H10 1.016, H12 1.103, C13 1.479
18 C -1.12772 1.57487 -0.51585  C3 1.612, H8 1.054, C9 1.467, H11 1.129
19 H -1.53147 -1.30692 2.78443  C6 1.093
20 H -0.39464 -1.48133 -1.89288  C7 1.149
21 C -0.82595 0.36946 1.73734  C6 1.415, C9 1.368

The HOMO energy comes out at -7.594 eV. The value obtained for the HOMO-LUMO gap is 5.69 eV. The electronic energy comes out at -328.96519 a.u. The energy above the lowest of the compared OMol25 structures with the same formula, charge and spin comes out at 192.19 kcal/mol. As for the spin multiplicity: 1.

These are the natural (NBO) partial charges, in e, on atoms 1 to 4: -0.042, 0.178, -0.357, 0.172

Entry 5:
ORCA calculation (ωB97M-V/def2-TZVPD) on a single C7H13N molecule.

Last columns: bonded neighbours and bond lengths (Å).
Atoms and positions in Å:
1 H -1.22101 -0.55478 -1.52349  C21 1.085
2 H 2.80475 0.84527 0.52535  C6 1.096
3 C 0.83861 0.43129 -0.23026  C5 1.410, C6 1.501, C20 1.400
4 H -0.41803 -0.26646 2.59669  C19 1.099
5 C 0.14196 -0.52810 0.53220  C3 1.410, C15 1.510, C19 1.513
6 C 2.32828 0.50608 -0.40102  H2 1.096, C3 1.501, H7 1.093, H18 1.094
7 H 2.61343 1.19495 -1.19964  C6 1.093
8 H 1.34325 -2.23951 -0.06541  C15 1.093
9 H 1.36708 -1.91189 1.67141  C15 1.097
10 H -3.23257 0.46788 -1.68317  N14 1.011
11 H -1.76347 -0.72812 1.55420  C19 1.095
12 H 0.09768 2.21575 -1.31663  C20 1.087
13 H -1.13049 0.93119 1.52559  C19 1.092
14 N -2.47950 1.05723 -1.35554  H10 1.011, H17 1.010, C21 1.377
15 C 0.73513 -1.89554 0.77490  C5 1.510, H8 1.093, H9 1.097, H16 1.095
16 H -0.06308 -2.62943 0.92831  C15 1.095
17 H -2.57825 2.02604 -1.08839  N14 1.010
18 H 2.76707 -0.46267 -0.65965  C6 1.094
19 C -0.85253 -0.12206 1.59768  H4 1.099, C5 1.513, H11 1.095, H13 1.092
20 C -0.05509 1.18726 -0.99890  C3 1.400, H12 1.087, C21 1.397
21 C -1.24324 0.47562 -1.18424  H1 1.085, N14 1.377, C20 1.397

The SMILES is CC(C)=C(C)/C=C/N. The HOMO energy comes out at -6.884 eV. The value obtained for the HOMO-LUMO gap is 7.88 eV. The electronic energy comes out at -329.19170 a.u. The energy above the lowest of the compared OMol25 structures with the same formula, charge and spin comes out at 50.05 kcal/mol. As for the spin multiplicity: 1.

These are the natural (NBO) partial charges, in e, on atoms 1 to 4: 0.203, 0.211, -0.019, 0.197

| no. | F_max (eV Å⁻¹) |
| --- | --- |
| 1 | 3.20 |
| 2 | 5.66 |
| 3 | 1.75 |
| 4 | 3.62 |
| 5 | 1.35 |